{"formula": "C4H4INO2", "method": "wB97M-V/def2-TZVPD", "energy_ev": -17895.16553, "orbital_gap_ev": 7.798, "smiles": "Oc1cc(O)n(I)c1", "homo_ev": -8.38, "symbols": ["I", "O", "O", "N", "C", "C", "C", "C", "H", "H", "H", "H"], "coordinates": [[3.0827, 0.4034, 0.0940], [-2.2471, 1.0965, -0.3960], [1.1465, -2.1934, -0.0393], [1.1017, 0.0018, 0.6614], [-1.0350, 0.6281, -0.1368], [0.0223, 1.4067, 0.2026], [-0.8148, -0.7553, -0.4209], [0.4667, -1.0477, 0.0161], [-2.5344, 1.9109, -0.0659], [2.1062, -2.0910, -0.0243], [0.1432, 2.1384, 0.9186], [-1.4382, -1.4984, -0.8094]], "atomic_forces_ev_per_a": [[-0.758, -0.253, 0.174], [-1.319, -2.143, -1.327], [-0.981, -1.029, -0.605], [-1.720, 3.399, -1.397], [-0.176, 0.453, -0.744], [2.524, -5.245, 0.556], [2.742, 0.171, 1.335], [0.679, 1.143, 0.161], [0.139, 2.000, 0.969], [-0.021, 0.422, 0.161], [0.057, 1.618, 1.154], [-1.166, -0.536, -0.436]], "nbo_charge": [0.268, -0.661, -0.666, -0.590, 0.309, -0.180, -0.419, 0.504, 0.493, 0.497, 0.203, 0.241]}


{"formula": "C37H50BIN6O5S", "method": "wB97M-V/def2-TZVPD", "energy_ev": -77970.40072, "orbital_gap_ev": 8.022, "smiles": "CN(C)B(O)c1ccc(I)c2c1C(=O)c1ccc(S(C)(=O)=O)cc1C2=O.CCCC#N.CCCC#N.CCCC#N.CCCC#N.CCCC#N", "homo_ev": -9.22, "symbols": ["I", "S", "O", "O", "O", "O", "O", "N", "N", "N", "N", "N", "N", "C", "C", "C", "C", "C", "C", "C", "C", "C", "C", "C", "C", "C", "C", "C", "C", "C", "C", "C", "C", "C", "C", "C", "C", "C", "C", "C", "C", "C", "C", "C", "C", "C", "C", "C", "C", "C", "B", "H", "H", "H", "H", "H", "H", "H", "H", "H", "H", "H", "H", "H", "H", "H", "H", "H", "H", "H", "H", "H", "H", "H", "H", "H", "H", "H", "H", "H", "H", "H", "H", "H", "H", "H", "H", "H", "H", "H", "H", "H", "H", "H", "H", "H", "H", "H", "H", "H", "H"], "coordinates": [[-2.1502, -0.0256, -3.9959], [-7.5134, -3.7267, 0.0385], [-4.0562, 0.4431, -1.5061], [-1.9657, -0.7792, 2.5127], [-8.2538, -3.9325, 1.2535], [1.4574, -0.8808, 2.2154], [-8.2216, -3.0246, -0.9940], [8.3544, 5.0831, -2.1145], [0.6490, -3.2176, 2.0498], [4.6696, 8.7437, -1.0697], [-0.4777, -6.6924, 0.1127], [-4.2948, 4.4963, 1.5708], [3.1695, 1.6137, -1.4504], [-3.4812, -0.4620, -0.9429], [6.9624, 6.5478, -4.9319], [6.4819, 7.2485, 0.0968], [0.9310, 2.2506, -0.2312], [1.3657, -8.1929, 1.2193], [0.3335, -7.3517, 0.5993], [-4.2179, -2.6758, 2.0060], [5.7343, 5.6753, -4.6963], [0.3389, 3.5163, -0.8611], [-4.2115, -1.4466, -0.0645], [1.2705, 4.7178, -0.7559], [5.4697, 8.0899, -0.5568], [0.1008, -0.7977, -2.1064], [-0.5993, -3.5129, 2.7607], [-1.4054, -1.0737, 0.2073], [-4.4674, 1.9078, 1.9517], [-4.3708, 3.3578, 1.7378], [-6.6042, 2.1435, 3.3183], [-5.4214, -3.2471, 1.6609], [-5.9708, -2.9098, 0.4516], [-1.9859, -0.6907, -0.9954], [0.6564, -1.1760, -0.9206], [-7.0085, -5.3280, -0.5941], [-0.0521, -1.3421, 0.2453], [2.1846, 1.8851, -0.9142], [-5.4145, -2.0141, -0.4117], [4.7871, 5.4129, 0.5965], [-3.6346, -1.8082, 1.1279], [0.7443, -4.1778, 0.9292], [-5.9300, 1.4834, 2.1210], [8.3208, 5.4029, -3.2220], [1.0191, -9.6774, 1.0609], [-0.3026, -10.0517, 1.7221], [6.1240, 5.7677, -0.0459], [8.2782, 5.8208, -4.6288], [-1.2576, -0.5570, -2.1450], [-2.2947, -1.1751, 1.4115], [0.7039, -1.8330, 1.5723], [1.7250, -1.3673, -0.9318], [2.3229, -7.9747, 0.7446], [0.9735, -9.9316, 0.0002], [-0.2872, -9.8202, 2.7890], [4.5897, 4.3450, 0.4930], [4.7844, 5.6569, 1.6618], [-7.8751, -5.9287, -0.8550], [6.9743, 6.8771, -5.9725], [1.1026, -5.1156, 1.3476], [2.3357, -1.2420, 2.3849], [1.8210, -10.2742, 1.4991], [-0.6052, 3.7490, -0.3649], [-5.9320, -3.9626, 2.2903], [1.5280, -3.8385, 0.2439], [-0.2009, -4.3642, 0.4167], [0.8029, 5.6026, -1.1877], [-6.6409, 3.2283, 3.2085], [-0.4944, -11.1189, 1.6110], [1.4448, -7.9291, 2.2754], [6.9113, 5.1697, 0.4127], [-0.7883, -2.7923, 3.5565], [-0.5502, -4.4995, 3.2377], [-7.6310, 1.7913, 3.4180], [-6.3645, -5.1933, -1.4650], [-6.0748, 1.9103, 4.2447], [-1.4386, -3.5802, 2.0491], [0.6699, -0.6988, -3.0200], [7.4500, 7.4461, -0.3649], [3.9607, 5.9442, 0.1213], [1.1371, 2.4090, 0.8283], [-3.7785, -2.9367, 2.9601], [-1.1410, -9.5212, 1.2683], [-6.4894, 1.7275, 1.2157], [5.7704, 4.7724, -5.3093], [0.2293, 1.4215, -0.3177], [-3.8871, 1.6417, 2.8370], [0.1105, 3.3312, -1.9132], [-4.0288, 1.3985, 1.0929], [8.3828, 4.9374, -5.2603], [4.8261, 6.2210, -4.9513], [-5.8518, -1.7459, -1.3663], [9.1271, 6.4768, -4.8231], [-5.9702, 0.3977, 2.2404], [6.5454, 7.5290, 1.1494], [2.2046, 4.5485, -1.2944], [6.0956, 5.5004, -1.1003], [1.5103, 4.9357, 0.2869], [-6.3868, -5.7804, 0.1810], [6.8877, 7.4443, -4.3129], [5.6500, 5.3754, -3.6505]], "atomic_forces_ev_per_a": [[0.366, -0.155, 0.390], [-1.285, -0.284, -0.276], [0.216, -0.576, 0.196], [-0.053, -0.395, -0.577], [0.550, -0.303, 0.479], [0.243, -0.184, -0.856], [0.691, 0.280, -0.510], [0.055, 0.218, -0.672], [-0.414, 0.006, -0.799], [0.441, -0.413, 0.238], [0.304, -0.763, 0.170], [-0.081, -0.646, 0.099], [-0.574, 0.122, 0.253], [-0.144, 0.203, -0.075], [-0.275, -0.029, -0.022], [-0.142, -0.128, -0.200], [0.087, 0.210, -0.345], [-0.147, -0.137, -0.189], [-0.350, 0.298, -0.235], [-0.398, -0.589, 0.961], [-0.001, 0.036, -0.017], [0.011, 0.277, -0.027], [0.157, 0.242, -0.499], [-0.039, 0.026, -0.039], [-0.243, 0.459, -0.142], [-0.496, 0.176, -0.914], [0.231, -0.354, 0.415], [-0.115, -0.040, 0.029], [-0.275, 0.080, -0.031], [0.285, 0.473, -0.110], [-0.031, -0.025, -0.004], [0.118, -0.288, 0.310], [-1.496, -0.870, -0.381], [-1.883, 0.238, 0.240], [1.584, -0.412, -0.154], [0.904, 0.438, 0.176], [0.047, -0.150, 1.532], [0.324, -0.272, 0.038], [0.046, 0.746, -1.115], [0.010, 0.011, 0.009], [1.679, 0.980, 0.382], [0.927, 0.406, 0.670], [-0.218, -0.011, 0.137], [0.259, -0.225, 0.452], [-0.176, -0.212, 0.084], [0.006, -0.021, -0.018], [-0.349, -0.230, 0.210], [-0.240, 0.158, 0.133], [-0.225, 0.440, -1.025], [0.100, 0.009, 0.412], [-0.270, 0.417, 0.190], [0.024, 0.023, 0.120], [-0.008, 0.089, 0.015], [0.080, 0.063, -0.009], [-0.020, -0.004, -0.006], [0.009, 0.003, 0.015], [-0.034, 0.000, -0.007], [-0.134, 0.159, 0.205], [0.114, 0.010, 0.013], [-0.116, -0.073, -0.048], [-0.125, -0.036, 0.783], [0.071, 0.090, -0.029], [-0.011, -0.113, 0.016], [0.023, 0.068, 0.132], [-0.242, -0.083, -0.189], [0.047, 0.157, -0.108], [-0.001, 0.009, 0.046], [0.063, -0.003, -0.001], [0.009, 0.004, 0.034], [-0.018, 0.048, -0.005], [0.103, 0.073, -0.102], [-0.111, 0.091, -0.189], [0.206, 0.040, -0.104], [0.017, -0.018, 0.022], [-0.202, 0.162, -0.054], [-0.010, 0.019, 0.002], [-0.078, 0.209, 0.214], [0.222, -0.018, 0.132], [-0.002, 0.045, 0.000], [0.022, 0.053, 0.032], [0.065, -0.059, 0.000], [0.260, 0.210, -0.078], [0.026, 0.048, 0.020], [0.090, -0.045, -0.055], [-0.012, -0.010, 0.025], [0.065, -0.071, 0.044], [0.045, 0.030, -0.010], [-0.040, -0.100, 0.034], [0.070, 0.098, -0.020], [0.017, -0.034, 0.038], [0.004, -0.015, -0.009], [-0.299, -0.118, 0.118], [0.061, -0.059, 0.043], [0.092, -0.009, -0.068], [-0.028, 0.059, -0.007], [0.012, -0.043, 0.044], [0.098, 0.019, 0.001], [0.018, 0.018, -0.014], [-0.289, -0.202, 0.023], [0.089, 0.010, -0.020], [0.037, -0.032, -0.010]], "mulliken_charge": [0.103, 1.489, -0.551, -0.641, -0.679, -0.621, -0.680, -0.446, -0.033, -0.480, -0.496, -0.502, -0.589, -0.459, -0.417, -0.486, 1.147, -0.378, 0.364, -0.629, -0.956, -0.699, 1.189, -1.166, 0.255, -0.548, -1.076, -0.281, 0.555, 0.092, -1.364, -1.040, 0.053, 1.426, -1.160, -1.097, 0.430, 0.162, -1.160, -1.202, 0.653, -1.168, -0.271, 0.315, -0.532, -1.127, 0.123, -0.431, -0.495, -0.142, 0.943, 0.542, 0.376, 0.297, 0.296, 0.321, 0.368, 0.394, 0.308, 0.412, 0.306, 0.318, 0.372, 0.519, 0.249, 0.352, 0.421, 0.348, 0.330, 0.310, 0.369, 0.341, 0.364, 0.386, 0.376, 0.332, 0.267, 0.382, 0.313, 0.250, 0.367, 0.580, 0.352, 0.352, 0.326, -0.866, 0.317, 0.316, -0.448, 0.283, 0.321, 0.608, 0.277, 0.178, 0.337, 0.250, -0.198, 0.298, 0.387, 0.284, 0.164]}